No. 1
{
  "formula": "C22H45BF4N4O8PS",
  "method": "wB97M-V/def2-TZVPD",
  "species": ["S", "P", "F", "F", "F", "F", "O", "O", "O", "O", "O", "O", "O", "O", "N", "N", "N", "N", "C", "C", "C", "C", "C", "C", "C", "C", "C", "C", "C", "C", "C", "C", "C", "C", "C", "C", "C", "C", "C", "C", "B", "H", "H", "H", "H", "H", "H", "H", "H", "H", "H", "H", "H", "H", "H", "H", "H", "H", "H", "H", "H", "H", "H", "H", "H", "H", "H", "H", "H", "H", "H", "H", "H", "H", "H", "H", "H", "H", "H", "H", "H", "H", "H", "H", "H", "H"],
  "coordinates": [[-4.910, 1.383, -0.696], [-3.838, 0.533, 0.707], [-2.017, -4.054, 1.854], [-0.707, -2.048, 3.611], [-0.890, -3.098, 0.266], [0.302, -3.823, 2.820], [1.368, 1.134, -0.584], [8.059, 2.492, 4.381], [-3.786, -2.288, 1.632], [1.910, 0.454, 1.502], [-1.190, 2.649, -2.403], [-3.447, -1.743, -0.659], [-7.020, -1.345, -1.726], [4.390, -1.414, 0.435], [7.540, 1.201, 2.619], [5.373, -3.409, 0.115], [0.633, 3.911, -2.107], [-7.698, 0.195, -3.195], [-0.278, -2.640, 2.462], [-1.458, -2.882, 1.496], [6.660, 0.479, 1.718], [-0.613, -0.962, -1.490], [7.203, 1.934, 3.713], [-8.578, 0.805, -4.160], [1.390, 5.137, -2.000], [1.418, 1.272, 0.754], [5.734, 2.021, 4.056], [-1.535, 5.011, -2.518], [-2.699, -0.936, 0.143], [4.935, -2.642, 2.407], [1.809, -0.134, -1.123], [5.971, -4.666, 0.512], [-0.703, 3.760, -2.346], [-2.523, -1.740, 1.479], [-1.558, -0.178, -0.562], [4.874, -2.426, 0.912], [0.773, 2.562, 1.204], [0.789, -1.240, -0.908], [-9.142, -1.760, -2.762], [-7.867, -0.979, -2.504], [-4.484, -2.338, 0.272], [-8.904, 1.795, -3.828], [-1.001, 0.388, 0.196], [5.316, 1.034, 4.254], [-4.785, -3.464, -0.113], [-2.299, -1.030, 2.290], [2.185, 5.175, -2.749], [1.113, 3.031, -1.976], [-9.110, -2.648, -2.138], [-1.097, -1.887, -1.810], [-0.030, 2.847, 0.519], [2.776, -0.424, -0.702], [-4.525, 0.176, 1.873], [5.289, -3.209, -0.869], [-5.501, -1.671, 0.365], [5.633, 2.635, 4.946], [5.402, -5.509, 0.116], [6.762, 0.863, 0.702], [5.988, -4.746, 1.594], [-2.903, 1.466, 1.210], [0.696, -1.441, 0.160], [-1.494, 5.634, -1.624], [5.622, 0.574, 2.015], [4.377, -3.534, 2.695], [5.165, 2.473, 3.243], [5.966, -2.749, 2.751], [-2.562, 4.701, -2.686], [-0.458, -0.338, -2.382], [8.531, 1.179, 2.440], [0.510, -2.030, 2.011], [0.359, 2.411, 2.205], [1.851, 5.229, -1.013], [1.515, 3.366, 1.228], [-2.053, 0.571, -1.196], [-10.025, -1.172, -2.505], [1.208, -2.142, -1.376], [1.936, 0.051, -2.197], [-9.216, -2.060, -3.808], [-1.189, 5.599, -3.370], [-6.833, 0.660, -2.957], [6.997, -4.742, 0.146], [-8.085, 0.921, -5.129], [4.484, -1.777, 2.885], [0.740, 5.993, -2.151], [6.921, -0.580, 1.710], [-9.462, 0.190, -4.302]],
  "forces_ev_per_angstrom": [[0.03, 0.17, 0.09], [-0.04, 0.06, -0.51], [-0.13, -0.03, 0.06], [0.07, -0.11, -0.04], [-0.06, -0.15, 0.10], [-0.07, 0.04, -0.08], [0.14, 0.15, 0.34], [0.00, 0.00, 0.01], [0.41, 0.00, 0.12], [-0.30, 0.49, -0.40], [-0.06, -0.04, -0.10], [0.14, 0.00, 0.16], [-0.22, -0.37, -0.01], [0.23, -0.02, -0.08], [-0.11, 0.00, 0.04], [0.08, 0.02, -0.01], [0.05, 0.01, -0.08], [-0.02, -0.01, -0.07], [0.25, 0.05, -0.06], [0.10, 0.13, 0.20], [0.30, 0.06, -0.01], [0.40, 0.35, -0.11], [-0.03, -0.01, -0.01], [0.12, 0.01, 0.09], [0.00, -0.14, 0.04], [0.16, -0.40, 0.14], [0.04, 0.04, 0.05], [-0.04, -0.03, -0.02], [0.04, 0.33, 0.26], [-0.04, 0.03, 0.00], [0.08, -0.40, -0.31], [-0.06, 0.05, -0.11], [0.10, -0.02, 0.09], [-0.62, 0.14, -0.44], [-0.23, -0.14, -0.19], [-0.12, -0.05, 0.12], [-0.23, -0.08, 0.00], [-0.31, -0.05, -0.01], [0.03, -0.03, 0.03], [0.08, 0.31, -0.09], [-0.32, -0.46, -0.20], [-0.04, -0.01, -0.01], [-0.01, -0.13, -0.08], [-0.03, 0.00, -0.04], [0.23, 0.02, 0.16], [0.10, -0.24, 0.08], [-0.01, 0.04, -0.01], [-0.03, 0.00, 0.10], [0.02, 0.00, 0.01], [0.03, 0.12, 0.07], [0.14, -0.04, 0.04], [-0.20, 0.24, 0.08], [0.03, -0.05, 0.05], [-0.03, -0.01, -0.01], [0.17, 0.31, -0.02], [0.02, 0.00, 0.00], [-0.01, -0.02, 0.04], [-0.11, -0.04, -0.03], [0.00, -0.01, 0.01], [0.07, -0.12, 0.22], [0.24, 0.00, -0.22], [0.01, 0.03, -0.02], [-0.01, -0.01, -0.01], [0.02, -0.01, 0.02], [-0.03, -0.04, -0.01], [-0.01, -0.04, 0.02], [0.00, -0.03, 0.01], [-0.16, -0.20, 0.03], [0.00, 0.01, -0.01], [-0.18, 0.16, 0.11], [0.20, 0.08, -0.16], [-0.01, 0.04, 0.00], [-0.05, -0.13, 0.03], [0.05, -0.05, 0.20], [-0.01, 0.00, -0.03], [-0.01, 0.11, 0.16], [-0.09, 0.11, 0.20], [-0.03, 0.02, 0.00], [0.01, 0.03, 0.02], [0.01, 0.00, 0.06], [0.02, -0.01, 0.04], [-0.03, -0.02, -0.02], [-0.02, 0.00, -0.02], [0.01, 0.02, 0.00], [-0.08, -0.02, -0.03], [-0.02, 0.00, -0.02]],
  "gap_ha": 0.222,
  "lumo_energy_ha": 0.070,
  "charge": -1
}


No. 2
{
  "formula": "C22H45N2OOsP3Se",
  "method": "wB97M-V/def2-TZVPD",
  "species": ["Os", "Se", "P", "P", "P", "O", "N", "N", "C", "C", "C", "C", "C", "C", "C", "C", "C", "C", "C", "C", "C", "C", "C", "C", "C", "C", "C", "C", "C", "C", "H", "H", "H", "H", "H", "H", "H", "H", "H", "H", "H", "H", "H", "H", "H", "H", "H", "H", "H", "H", "H", "H", "H", "H", "H", "H", "H", "H", "H", "H", "H", "H", "H", "H", "H", "H", "H", "H", "H", "H", "H", "H", "H", "H", "H"],
  "coordinates": [[-0.232, -0.460, 0.009], [-0.791, 0.603, 2.320], [-2.394, 0.113, -0.499], [1.943, 0.092, 0.482], [0.062, -2.504, -0.907], [0.440, 0.593, -2.226], [-0.105, -1.591, 4.222], [0.565, 0.387, 4.844], [-1.455, -3.277, -1.570], [0.678, 1.830, 4.966], [1.225, -2.639, -2.304], [0.167, 1.032, -3.406], [0.519, -1.731, 5.454], [0.701, 0.406, -4.578], [0.938, -0.503, 5.838], [-0.884, -2.659, 3.622], [3.109, 0.067, -0.908], [2.143, 1.781, 1.125], [0.402, 4.513, 0.013], [1.087, 4.246, -1.111], [0.674, -3.719, 0.326], [-2.761, 1.870, -0.145], [-0.663, 2.192, -3.609], [-3.066, -0.084, -2.178], [0.465, 0.924, -5.839], [-3.565, -0.814, 0.563], [-0.053, -0.281, 3.827], [-0.303, 2.086, -6.002], [-0.875, 2.700, -4.883], [2.671, -1.020, 1.730], [0.892, 0.433, -6.718], [1.744, -3.571, 0.526], [0.727, -2.327, -3.231], [-0.227, -3.477, 3.301], [-1.235, -4.323, -1.834], [-2.139, 2.508, -0.783], [-3.651, -1.851, 0.224], [-1.590, -3.054, 4.366], [0.459, 2.103, 6.003], [-1.445, -2.263, 2.770], [-1.781, -2.752, -2.477], [-3.228, -0.813, 1.606], [1.547, -3.685, -2.401], [3.218, 1.986, 1.263], [1.431, -0.170, 6.730], [-2.486, 0.521, -2.888], [3.563, -0.927, -0.994], [-1.494, 3.587, -4.997], [2.104, -2.002, -2.147], [3.894, 0.814, -0.716], [2.562, 0.331, -1.824], [0.624, 4.312, -2.102], [-0.046, 2.311, 4.303], [0.576, -2.687, 5.935], [-2.546, 2.123, 0.900], [3.236, -0.407, 2.445], [1.307, -0.490, -4.441], [-0.657, 4.788, 0.006], [-0.456, 2.500, -7.003], [1.627, 1.873, 2.092], [1.722, 2.520, 0.430], [-0.646, -1.417, 1.239], [-4.113, 0.262, -2.191], [0.514, -4.730, -0.071], [2.161, 4.033, -1.098], [3.344, -1.738, 1.241], [1.880, -1.557, 2.265], [-4.545, -0.328, 0.505], [-3.823, 2.072, -0.351], [1.687, 2.178, 4.716], [-3.027, -1.129, -2.497], [0.887, 4.511, 0.998], [-2.265, -3.267, -0.829], [0.117, -3.615, 1.269], [-1.065, 2.663, -2.716]],
  "forces_ev_per_angstrom": [[0.24, 0.42, 1.89], [-0.65, 0.10, -0.11], [-2.39, 0.66, -0.24], [2.20, 0.82, 0.34], [-0.14, -2.16, -0.84], [-1.01, 0.41, -1.80], [0.13, 1.09, 0.03], [-0.32, -0.96, -0.72], [0.01, -0.11, 0.04], [0.27, 0.74, 0.10], [0.15, 0.23, -0.07], [0.35, -0.39, 1.99], [-0.16, 0.43, -0.56], [0.58, -1.07, 1.80], [-0.40, 0.11, -0.57], [-0.20, -0.49, -0.14], [-0.02, 0.10, -0.22], [0.03, 0.15, 0.32], [0.18, -0.11, -0.47], [-0.29, 0.15, 0.46], [-0.02, 0.21, 0.06], [0.19, 0.03, 0.01], [0.55, -0.65, 1.80], [0.02, 0.00, -0.11], [-0.41, 0.99, -1.98], [0.16, -0.15, 0.05], [0.75, -0.79, 1.52], [-0.05, 0.09, -0.43], [-0.22, 0.55, -1.68], [-0.13, -0.14, 0.18], [-0.12, 0.13, 0.22], [-0.30, -0.07, -0.09], [0.06, -0.18, 0.25], [-0.16, 0.22, 0.13], [-0.07, 0.29, 0.07], [-0.15, -0.05, 0.17], [-0.07, 0.19, 0.00], [0.18, 0.17, -0.27], [0.00, 0.01, -0.28], [0.03, -0.14, 0.28], [0.13, -0.18, 0.25], [-0.11, 0.11, -0.27], [-0.11, 0.24, -0.02], [-0.30, -0.14, -0.10], [0.07, 0.03, 0.16], [-0.21, -0.13, 0.13], [-0.02, 0.28, -0.10], [0.06, -0.03, -0.11], [-0.20, -0.28, -0.05], [-0.15, -0.31, -0.12], [0.50, -0.12, 0.31], [0.12, 0.13, 0.34], [0.12, -0.05, 0.24], [0.05, -0.15, 0.15], [-0.13, -0.04, -0.25], [-0.04, -0.21, -0.15], [-0.05, 0.22, -0.10], [0.37, -0.04, -0.07], [0.02, -0.12, 0.35], [0.26, 0.03, -0.40], [0.12, -0.40, 0.25], [0.24, 0.07, -0.66], [0.36, -0.14, -0.01], [0.12, 0.21, 0.06], [-0.37, 0.10, -0.02], [-0.20, 0.21, 0.21], [0.28, 0.04, -0.01], [0.10, -0.10, -0.05], [0.29, -0.09, 0.06], [-0.20, -0.17, 0.07], [-0.11, 0.24, 0.05], [-0.16, 0.07, -0.45], [0.21, -0.05, -0.18], [0.19, -0.09, -0.44], [-0.04, 0.05, -0.21]],
  "multiplicity": 5,
  "gap_ha": [0.266, 0.101],
  "lumo_energy_ha": [-0.442, -0.604],
  "charge": 4,
  "s2": 6.0332,
  "relative_energy_kcal_mol": 45.7
}


No. 3
{
  "formula": "C22H45N4O2P2Zr",
  "method": "wB97M-V/def2-TZVPD",
  "species": ["Zr", "P", "P", "O", "O", "N", "N", "N", "N", "C", "C", "C", "C", "C", "C", "C", "C", "C", "C", "C", "C", "C", "C", "C", "C", "C", "C", "C", "C", "C", "C", "H", "H", "H", "H", "H", "H", "H", "H", "H", "H", "H", "H", "H", "H", "H", "H", "H", "H", "H", "H", "H", "H", "H", "H", "H", "H", "H", "H", "H", "H", "H", "H", "H", "H", "H", "H", "H", "H", "H", "H", "H", "H", "H", "H", "H"],
  "coordinates": [[0.990, -0.210, -0.043], [-0.503, 3.115, -0.181], [-0.113, -2.134, -1.420], [-0.955, 0.577, -0.243], [2.757, -0.597, 0.998], [0.976, -1.264, 2.176], [-0.867, -1.841, 3.442], [2.007, 0.602, -1.626], [3.160, -1.607, 3.022], [4.610, -1.483, 2.815], [-2.895, -2.689, -1.828], [1.320, -2.350, 4.296], [0.177, -4.921, -1.948], [0.467, -1.824, 3.311], [-2.970, 4.418, -0.634], [1.345, -1.716, -2.541], [-1.695, 3.643, 2.372], [-1.435, 4.536, -0.864], [0.356, 2.174, 2.393], [-0.812, -4.273, 0.290], [1.294, 2.984, -0.727], [-0.880, 5.922, -0.463], [-0.364, 3.328, 1.665], [0.144, -3.860, -0.843], [1.489, -0.210, -2.798], [1.803, 2.063, -1.892], [-1.630, -2.128, -2.502], [-1.707, 1.749, -0.639], [2.673, -2.248, 4.142], [-1.408, -2.760, -3.885], [2.311, -1.171, 2.089], [0.607, -5.835, -1.509], [-2.360, -2.738, -4.440], [0.289, 4.223, 1.765], [-3.752, -2.516, -2.498], [1.542, 4.007, -1.069], [-2.061, 1.790, -1.706], [0.811, -4.629, -2.796], [-1.810, -1.046, -2.646], [4.807, -0.771, 2.014], [1.229, -2.301, -3.468], [-1.237, 4.390, -1.943], [-3.490, 4.989, -1.417], [2.119, -0.093, -3.705], [0.906, -2.817, 5.183], [1.157, -3.793, -0.399], [-0.031, 5.873, 0.240], [-1.500, 3.681, 3.453], [1.361, 1.965, 2.000], [-1.782, -4.627, -0.087], [-2.442, 2.856, 2.199], [-3.375, 3.401, -0.730], [-0.349, -5.117, 0.821], [-0.995, -3.484, 1.035], [-1.087, -3.810, -3.820], [-0.665, -2.200, -4.468], [5.065, -1.128, 3.741], [0.496, 2.481, 3.440], [1.931, 2.828, 0.169], [2.762, 2.526, -2.232], [-1.476, -1.393, 2.763], [-3.113, -2.179, -0.881], [-3.258, 4.780, 0.365], [-2.841, -3.772, -1.647], [1.080, 2.118, -2.723], [-0.251, 1.260, 2.423], [-2.766, 1.889, -0.230], [-1.312, -2.232, 4.266], [0.518, 0.255, -3.100], [-0.539, 6.442, -1.372], [2.273, -2.043, -2.057], [3.451, -2.591, 4.824], [-2.097, 4.619, 2.077], [-0.833, -5.173, -2.306], [-1.674, 6.537, -0.009], [5.047, -2.451, 2.549]],
  "forces_ev_per_angstrom": [[-2.33, 0.99, -1.34], [-1.70, 0.57, 0.56], [0.20, -1.30, -0.81], [1.04, 0.41, -0.03], [-0.22, -0.55, 1.11], [0.27, -0.28, 0.86], [0.47, 0.03, 0.06], [-2.02, 0.09, 0.47], [0.14, -0.33, 0.08], [0.70, 0.02, 0.03], [-0.04, -0.07, 0.22], [1.01, -0.52, 0.91], [0.14, -0.28, 0.06], [-1.29, 0.54, -0.92], [-0.13, -0.21, -0.10], [-0.34, -0.28, 0.42], [0.05, -0.03, -0.04], [0.38, 0.18, -0.40], [-0.20, 0.12, 0.10], [-0.01, -0.27, 0.21], [0.15, -0.42, -0.27], [0.13, 0.26, -0.23], [0.27, -0.09, -0.02], [0.40, 0.09, 0.32], [-0.32, 0.96, -1.04], [0.28, -0.13, -0.53], [-0.36, 0.97, -0.08], [0.44, -0.54, 0.17], [-0.69, 0.48, -0.60], [0.27, -0.16, -0.11], [0.27, 0.44, -0.73], [-0.15, 0.22, -0.23], [0.35, 0.07, 0.23], [-0.25, -0.38, -0.23], [0.35, -0.03, 0.20], [-0.29, -0.25, 0.26], [1.30, -0.23, 0.35], [-0.19, -0.15, 0.20], [0.02, -0.30, -0.04], [-0.08, -0.11, 0.19], [0.22, 0.43, 0.25], [-0.22, 0.07, 0.21], [0.26, 0.11, 0.43], [0.06, 0.08, 0.71], [0.07, 0.03, -0.10], [-0.17, -0.09, -0.13], [-0.33, 0.10, -0.25], [-0.10, 0.04, -0.30], [-0.06, -0.04, 0.02], [0.38, 0.20, 0.13], [0.12, 0.26, 0.01], [0.15, 0.59, -0.07], [-0.20, 0.19, -0.12], [0.05, -0.10, -0.24], [-0.19, 0.50, -0.11], [-0.25, -0.19, 0.04], [-0.07, -0.01, -0.12], [0.09, -0.13, -0.29], [-0.50, 0.14, -0.30], [-0.71, -0.41, 0.20], [0.31, -0.20, 0.14], [0.05, -0.18, -0.14], [0.09, 0.01, -0.55], [0.02, 0.41, -0.13], [0.34, 0.32, 0.17], [0.04, 0.15, -0.12], [1.91, -0.61, 0.79], [0.18, 0.07, -0.18], [0.38, -0.55, 0.09], [-0.07, -0.05, 0.49], [-0.03, -0.30, 0.01], [-0.48, -0.04, 0.02], [0.08, -0.34, 0.08], [0.40, 0.13, 0.15], [0.37, -0.26, -0.11], [-0.21, 0.15, 0.04]],
  "gap_ha": 0.297,
  "lumo_energy_ha": -0.345,
  "charge": 3,
  "relative_energy_kcal_mol": 0.0
}


Question: Number 1 is which compound?
Answer: C22H45BF4N4O8PS